The following is a DFT calculation (wB97M-V/def2-TZVPD) of a 4-piece molecular cluster, C23H54N3O3 overall at a distorted geometry.

XYZ file:
```
83
C23H54N3O3 (wB97M-V/def2-TZVPD)
C 0.1332 -2.3395 10.9081
C 0.7438 -1.5939 9.9448
C 2.0519 -0.8925 10.0328
C 2.8199 -0.7268 8.6850
O 2.0965 0.3063 7.9032
C 2.7411 -1.9901 7.8644
O 1.6145 -2.0529 6.9105
O 0.9629 -3.3288 7.1403
H -0.9111 -2.1258 11.1333
H 0.5843 -3.1781 11.4284
H 0.2068 -1.4574 9.0039
H 2.7170 -1.3496 10.7737
H 1.8580 0.1260 10.3836
H 1.9967 1.0543 8.4917
H 2.7099 -2.8855 8.4846
H 3.6306 -2.0565 7.2281
H 0.1001 -3.2025 6.7273
C -0.2981 -0.0822 5.3119
C -1.5349 -0.8239 4.8279
N -2.6818 0.0406 4.5905
C -3.9291 -0.6783 4.4266
C -4.0727 -1.6194 3.2223
C -2.4577 1.1369 3.6697
C -1.9695 0.7974 2.2555
H -0.5206 0.5243 6.1891
H 0.4775 -0.7949 5.5908
H 0.1170 0.5660 4.5362
H -1.8171 -1.5447 5.6018
H -1.2690 -1.4138 3.9350
H -4.7502 0.0456 4.4093
H -4.0873 -1.2673 5.3360
H -4.1948 -1.0710 2.2881
H -4.9636 -2.2404 3.3464
H -3.2185 -2.2899 3.1236
H -1.7301 1.8144 4.1229
H -3.3777 1.7249 3.5999
H -1.1437 0.0847 2.2696
H -1.6073 1.7033 1.7630
H -2.7666 0.3922 1.6310
C -4.2136 0.2095 -1.5601
C -3.3514 0.2830 -2.8126
N -1.9912 0.7011 -2.5382
C -1.2465 1.0716 -3.7265
C -0.9689 -0.0112 -4.7764
C -1.2742 -0.1011 -1.5611
C -1.1321 -1.6048 -1.8293
H -4.1779 1.1499 -1.0086
H -5.2514 0.0175 -1.8369
H -3.9008 -0.5949 -0.8930
H -3.7992 1.0181 -3.4874
H -3.3986 -0.6867 -3.3343
H -0.2968 1.5170 -3.4168
H -1.7947 1.8842 -4.2159
H -0.2070 -0.7146 -4.4426
H -0.5937 0.4548 -5.6909
H -1.8665 -0.5709 -5.0412
H -1.7688 0.0226 -0.5950
H -0.2802 0.3283 -1.4158
H -2.0761 -2.0608 -2.1318
H -0.8073 -2.1067 -0.9158
H -0.3857 -1.8192 -2.5932
C 1.3801 2.7965 -7.0037
C 2.5432 1.8165 -6.9821
N 2.6300 1.0100 -8.1847
C 3.5261 -0.1253 -8.0569
C 5.0170 0.1507 -7.8293
C 2.7127 1.7476 -9.4323
C 3.8591 2.7533 -9.6011
H 0.4419 2.2818 -7.2161
H 1.2867 3.2795 -6.0301
H 1.5180 3.5851 -7.7449
H 2.3971 1.1414 -6.1346
H 3.4725 2.3720 -6.7793
H 3.4127 -0.7585 -8.9413
H 3.1632 -0.7342 -7.2227
H 5.5071 0.5150 -8.7315
H 5.5203 -0.7756 -7.5451
H 5.1839 0.8710 -7.0280
H 1.7705 2.2854 -9.5690
H 2.7415 1.0296 -10.2556
H 3.9722 3.3983 -8.7288
H 3.6540 3.3991 -10.4577
H 4.8124 2.2630 -9.7923
```

The value obtained for the frontier orbital gap is 0.115 Eh. The calculation puts the total energy at -35332.01148 eV. Its charge is -1. As for the strongest force on any atom: 0.0392 Eh/bohr. The spin multiplicity is 1. The LUMO energy is 1.94 eV.